ORCA calculation (ωB97M-V with the def2-TZVPD basis set) on a gas-phase ion, C4H5O (charge +1).

Structure (XYZ):
```
10
Properties=species:S:1:pos:R:3:forces:R:3
C 0.152 0.856 -0.096 -1.23 -1.19 -1.83
C -1.113 0.212 -0.017 1.71 2.45 -0.07
C 1.478 0.289 0.290 -1.99 5.37 2.26
C -0.982 -1.123 0.038 0.44 -1.74 -1.16
O 2.080 -0.639 0.000 1.83 -3.77 -1.36
H 0.143 1.807 -0.670 0.43 -0.28 0.81
H -1.880 0.876 -0.404 -0.75 -0.83 0.46
H 1.818 1.095 1.025 0.36 -0.52 -0.06
H 0.015 -1.560 0.251 -0.91 0.12 0.39
H -1.711 -1.813 -0.417 0.11 0.38 0.56
```
Positions in Å, forces in eV/Å.

Computed properties:
E_LUMO   -7.8284 eV
Kohn-Sham gap   8.01 eV
Calculated total energy   -6265.1467 eV
ΔE to the lowest compared entry with this formula, charge and spin   206.0 kJ/mol
Net charge   +1

Mulliken population analysis, charges in e, atoms 1 to 8:
1. C 0.03
2. C -0.08
3. C 0.08
4. C -0.33
5. O -0.28
6. H 0.37
7. H 0.37
8. H 0.28